10
Properties=species:S:1:pos:R:3 method="wB97M-V/def2-TZVPD" e_homo_ev=-8.772 e_above_lowest_kcal_mol=80.7 homo_lumo_gap_ev=9.73 lumo_ev=0.962 max_force_ev_per_a=5.77
C 1.11 -0.51 -0.23
C -0.08 -0.16 0.47
C -1.14 0.82 -0.10
H 0.43 -1.23 -1.21
H 1.61 0.62 -0.53
H 2.00 -1.03 0.67
H 0.07 -0.21 1.54
H -0.86 1.04 -1.20
H -1.50 1.44 0.61
S -1.64 -0.78 -0.03